The following is a quantum chemistry calculation of a molecular structure, C33H64BBeBr2KN4Na2O9PS, from the Open Molecules 2025 dataset.

Cartesian coordinates (Å):
C  -2.4337  -4.5448  3.8283
C  -1.9841  -5.0741  2.5808
C  -1.4339  -5.6014  1.1302
C  -0.6874  -4.4735  0.2097
P  0.9979  -4.1398  1.0367
O  2.0822  -5.1904  0.4831
O  -0.2682  -5.2191  -1.0237
B  0.0010  -4.2384  -2.0939
C  1.5472  -3.7584  -2.4023
C  1.4279  -2.5632  -3.5612
C  2.8057  -2.4947  -4.4769
O  3.9819  -2.1635  -3.6395
C  4.8198  -3.3449  -3.3797
C  5.1921  -3.6433  -1.7803
O  5.3300  -4.1663  -4.3041
O  -0.8337  -3.0856  -1.6841
C  -1.5734  -3.1900  -0.3802
C  -1.2204  -1.7444  0.2899
S  -1.3569  -1.6600  2.1578
C  -2.4380  -0.1644  2.4955
C  -1.6009  1.1946  2.9366
C  -3.0676  -3.5799  -0.8855
C  -4.2210  -2.4317  -0.7484
C  -4.6797  -2.1229  0.8304
O  -3.9685  -1.1938  -1.5236
H  -2.5292  -3.8414  4.7877
H  -0.6468  -6.4620  1.3493
H  -2.3435  -6.1293  0.5651
H  0.8378  -4.4926  2.4536
H  1.4755  -2.7841  0.9441
H  -0.3106  -4.8041  -3.0998
H  2.2533  -4.5953  -2.8143
H  2.0980  -3.2666  -1.4879
H  0.4440  -2.6801  -4.1849
H  1.3374  -1.5270  -2.9901
H  2.6434  -1.5741  -5.2159
H  2.9384  -3.4575  -5.1286
H  4.3867  -3.0849  -1.1354
H  6.2227  -3.0887  -1.5733
H  5.2355  -4.7871  -1.5327
H  -1.7993  -0.8243  -0.1402
H  -0.0696  -1.5391  0.0426
H  -2.9490  0.1169  1.4538
H  -3.2361  -0.5052  3.3057
H  -0.4488  1.0311  3.0521
H  -2.1416  1.6238  3.8814
H  -1.7407  2.0185  2.0839
H  -2.9971  -3.8445  -2.0478
H  -3.5234  -4.5669  -0.3920
H  -5.2042  -2.9008  -1.2399
H  -4.7791  -0.9667  0.9907
H  -4.0023  -2.6739  1.6117
H  -5.7776  -2.5623  0.9961
H  -3.7149  -1.4518  -2.4642
Be  4.4880  -1.2666  -5.8090
N  7.5479  -6.1138  -5.1022
C  8.8262  -6.5534  -4.8763
C  9.2119  -7.3143  -5.9573
C  8.1302  -7.3292  -6.8699
C  7.1171  -6.5777  -6.3179
H  7.0073  -5.5367  -4.4711
H  9.3501  -6.2892  -3.9675
H  10.1694  -7.8046  -6.0763
H  8.0944  -7.8334  -7.8270
H  6.1286  -6.3350  -6.6846
C  -5.5622  7.2259  1.6099
C  -4.5837  6.3341  0.8144
C  -3.8906  7.1744  -0.2901
C  -2.8710  8.1924  0.2093
C  -2.2087  7.8034  1.5252
C  -2.2292  6.2860  1.8415
N  -3.6305  5.8300  1.8208
O  -3.7704  4.4817  2.1148
C  -1.6726  6.1345  3.2833
C  -1.2765  5.5408  0.8791
C  -5.4350  5.2697  0.0635
H  -6.0945  6.6476  2.3720
H  -6.3178  7.6744  0.9531
H  -5.0486  8.0447  2.1221
H  -3.3843  6.5011  -0.9928
H  -4.6429  7.7024  -0.8950
H  -2.1055  8.3306  -0.5645
H  -3.3519  9.1701  0.3307
H  -1.1797  8.1862  1.5332
H  -2.7208  8.3434  2.3322
H  -2.3384  6.6085  4.0149
H  -0.6893  6.6123  3.3775
H  -1.5492  5.0837  3.5710
H  -0.2564  5.9380  0.9644
H  -1.5685  5.6339  -0.1711
H  -1.2187  4.4717  1.1095
H  -6.1475  5.7514  -0.6190
H  -6.0289  4.6551  0.7486
H  -4.8059  4.6052  -0.5405
K  -0.5583  -2.9095  4.1882
C  1.1875  2.6104  -1.2169
C  1.0371  2.2405  0.2501
C  2.1050  1.2492  0.6840
O  -0.2515  1.6703  0.4638
H  1.0807  1.7270  -1.8566
H  0.4048  3.3149  -1.5183
H  2.1632  3.0664  -1.4110
H  1.1016  3.1442  0.8660
H  2.0308  0.3177  0.1118
H  1.9769  0.9827  1.7387
H  3.1082  1.6644  0.5470
H  -0.3179  0.8672  -0.0792
Br  3.0916  -1.1421  0.2514
Na  6.2046  -8.8291  -5.0917
Br  3.2501  0.1605  -1.9083
Na  4.4484  1.5038  2.0147
C  -0.1335  2.0349  6.4754
O  -0.5575  1.1443  5.7557
N  -0.4281  3.3324  6.2772
N  0.6662  1.7983  7.5309
H  -0.0886  4.0798  6.8588
H  -1.0275  3.5539  5.4929
H  0.9123  0.8346  7.7154
H  1.0252  2.5183  8.1349

Properties
total charge: +1
LUMO: -4.6 eV
molar mass: 988.64 g mol⁻¹
multiplicity: 1
largest force on an atom: 9.74 eV Å⁻¹

The following is a quantum chemistry calculation of 6 unconnected molecules or ions with the total composition C33H64BFN5O14S6, from the Open Molecules 2025 dataset.

Cartesian coordinates (Å):
C  -1.1600  0.7765  -3.1198
C  0.0519  1.8763  -3.2102
B  0.3404  2.6703  -1.7607
O  -0.5263  3.8335  -1.4887
C  1.5732  2.1242  -0.8076
C  1.8826  0.4986  -1.0512
O  2.3464  -0.1922  0.1637
C  3.4023  0.6812  0.7732
C  4.2753  -0.2731  1.7804
C  5.6876  -0.6811  1.0503
N  5.3886  -1.2848  -0.3156
N  6.6481  0.4684  0.8297
N  6.4299  -1.6873  1.9515
C  2.5805  1.8969  1.5283
S  3.8532  3.2120  2.0504
O  4.6446  2.8065  3.3399
O  4.9259  3.4476  0.9222
F  3.1456  4.7461  2.3908
N  1.4650  2.5022  0.6516
C  0.0903  2.2932  1.2670
C  -0.5912  3.5655  2.1142
C  -2.0694  3.1325  2.7420
C  -2.8139  1.7009  2.5448
N  -2.1472  0.6130  1.7759
C  -0.8002  0.9306  1.2251
H  -1.8104  0.9117  -2.1447
H  -0.7217  -0.3169  -3.2102
H  -1.8382  0.9431  -4.0879
H  -0.3120  2.7261  -3.9633
H  1.0592  1.4449  -3.6835
H  -0.0465  4.6808  -1.7725
H  2.5548  2.6690  -1.2147
H  0.8785  -0.0580  -1.3788
H  2.6411  0.3264  -1.9521
H  4.0660  1.0370  -0.1304
H  3.6675  -1.2504  2.0572
H  4.5316  0.2574  2.7915
H  6.1281  -2.0022  -0.4933
H  5.5541  -0.5174  -1.0317
H  7.0072  0.7961  1.7650
H  6.2132  1.2613  0.3094
H  7.3431  -1.8356  1.4371
H  5.8975  -2.5963  1.9930
H  2.1257  1.4899  2.5290
H  1.6408  3.5513  0.6986
H  -0.0726  4.6016  2.2719
H  -2.6339  3.9482  3.3963
H  -3.8859  1.5565  3.0481
H  -0.2755  0.0244  0.6471
C  -3.9219  -3.0381  2.2647
C  -5.1692  -3.8593  1.9414
C  -6.3733  -3.1046  2.5022
S  -5.9242  -1.3755  2.5010
O  -5.8508  -0.9177  3.8726
O  -6.7000  -0.6819  1.4924
C  -4.2649  -1.6033  1.8924
H  -3.0459  -3.3971  1.7167
H  -3.7025  -3.1057  3.3370
H  -5.2693  -3.9575  0.8536
H  -5.1076  -4.8697  2.3576
H  -7.2626  -3.2493  1.8835
H  -6.5852  -3.3991  3.5337
H  -3.5962  -0.8701  2.3466
H  -4.2859  -1.4726  0.8063
C  -3.6408  6.2400  -2.2788
C  -5.1591  6.3987  -2.3437
C  -5.7607  5.0015  -2.4845
S  -4.6070  3.8802  -1.7076
O  -4.0545  3.0102  -2.7246
O  -5.1898  3.3692  -0.4830
C  -3.3860  5.1099  -1.2925
H  -3.1487  7.1654  -1.9655
H  -3.2548  5.9689  -3.2687
H  -5.5172  6.8628  -1.4167
H  -5.4633  7.0450  -3.1729
H  -6.7301  4.9287  -1.9851
H  -5.8596  4.7123  -3.5343
H  -2.3843  4.6849  -1.3756
H  -3.5739  5.4344  -0.2647
C  10.9711  1.0713  -3.1293
C  11.6234  1.2073  -1.7543
C  10.5991  0.7566  -0.7142
S  9.5404  -0.4254  -1.5350
O  8.2068  0.1319  -1.6199
O  9.7958  -1.7473  -0.9986
C  10.3086  -0.2983  -3.1379
H  11.7022  1.1691  -3.9371
H  10.2152  1.8550  -3.2591
H  12.5082  0.5610  -1.7049
H  11.9550  2.2327  -1.5633
H  11.0800  0.2794  0.1434
H  9.9780  1.5908  -0.3766
H  9.5574  -0.4073  -3.9220
H  11.0537  -1.0957  -3.2160
C  2.4364  -3.8622  2.2800
C  2.3748  -5.2422  2.9328
C  0.9600  -5.4288  3.4784
S  -0.1080  -4.4337  2.4485
O  -0.6629  -3.3673  3.2552
O  -0.9360  -5.3047  1.6384
C  1.1827  -3.7541  1.4248
H  3.3433  -3.7361  1.6815
H  2.4307  -3.0861  3.0547
H  2.5842  -6.0116  2.1797
H  3.1212  -5.3482  3.7263
H  0.6436  -6.4737  3.4271
H  0.8760  -5.0640  4.5059
H  0.9386  -2.7271  1.1482
H  1.2623  -4.3772  0.5290
C  -8.8271  -2.1814  -0.5785
C  -8.0155  -1.8991  -1.8419
C  -7.9772  -3.1887  -2.6601
S  -9.4675  -4.0848  -2.2506
O  -9.0976  -5.3049  -1.5646
O  -10.3579  -4.0774  -3.3941
C  -10.0726  -2.9204  -1.0449
H  -9.0820  -1.2609  -0.0454
H  -8.2455  -2.8166  0.1003
H  -8.5070  -1.1086  -2.4220
H  -7.0050  -1.5519  -1.6046
H  -7.9600  -2.9837  -3.7335
H  -7.1212  -3.8114  -2.3859
H  -10.5854  -3.4488  -0.2394
H  -10.7656  -2.2428  -1.5524

Properties
total charge: +1
LUMO: -4.6 eV
molar mass: 977.11 g mol⁻¹
multiplicity: 1
largest force on an atom: 9.72 eV Å⁻¹

The following is a quantum chemistry calculation of 6 unconnected molecules or ions with the total composition C33H64N5O8, from the Open Molecules 2025 dataset.

Cartesian coordinates (Å):
C  -2.6600  -3.0130  6.4645
C  -2.9968  -3.8468  5.2561
C  -3.9646  -3.2346  4.2019
C  -3.4528  -1.9073  3.6757
N  -4.2459  -1.3751  2.3834
C  -5.6597  -0.8865  2.8620
C  -5.6850  0.6053  2.7036
C  -4.3039  1.1382  2.5551
C  -3.5318  -0.0379  1.9458
C  -4.2815  -2.5083  1.2821
C  -2.8981  -3.1341  0.9057
C  -2.9568  -4.2055  -0.1735
H  -1.9757  -3.5575  7.1152
H  -3.5642  -2.8908  7.0608
H  -2.2929  -1.9998  6.3010
H  -3.5436  -4.7319  5.5812
H  -2.1168  -4.2620  4.7648
H  -4.9359  -3.1560  4.6902
H  -4.0076  -4.0951  3.5342
H  -2.4228  -2.0616  3.3543
H  -3.2834  -1.1124  4.4021
H  -6.4739  -1.1927  2.2052
H  -5.9945  -1.4322  3.7441
H  -6.2384  0.7109  1.7705
H  -6.2800  1.1665  3.4241
H  -4.3151  1.9728  1.8541
H  -3.8136  1.5047  3.4570
H  -3.7004  0.0363  0.8715
H  -2.4622  -0.0290  2.1554
H  -4.6909  -2.0480  0.3829
H  -4.9127  -3.3079  1.6698
H  -2.4782  -3.6178  1.7877
H  -2.2643  -2.3273  0.5376
H  -3.2531  -5.1817  0.2104
H  -1.9401  -4.2688  -0.5614
H  -3.5566  -3.8306  -1.0028
C  5.0738  -2.1986  -3.8059
C  4.6590  -0.9113  -3.0583
C  3.7344  0.0022  -3.9061
O  2.4642  -0.5954  -4.1235
C  1.5465  0.2408  -4.8879
N  3.9581  -1.3073  -1.7798
H  4.2952  -2.1246  -1.2915
H  4.0580  -0.4484  -1.2579
H  2.9489  -1.3240  -1.7422
H  4.2471  -2.9039  -3.8906
H  5.8998  -2.7300  -3.3333
H  5.2688  -2.0766  -4.8714
H  5.5302  -0.4524  -2.5907
H  4.1650  0.3099  -4.8590
H  3.4317  0.9077  -3.3803
H  1.6489  1.2872  -4.6002
H  0.5161  0.0389  -4.5953
H  1.5800  0.1287  -5.9716
C  0.9010  1.2315  2.4010
C  1.3622  -0.1696  2.8471
C  0.0949  -1.0690  3.1803
O  0.3364  -2.3709  3.6703
C  1.1100  -2.4446  4.8521
N  2.1799  -0.8034  1.7448
H  2.9391  -0.1705  1.5372
H  2.7638  -1.5952  1.9734
H  1.6393  -1.0367  0.9242
H  0.1185  1.1925  1.6431
H  1.5837  1.9430  1.9364
H  0.4501  1.7484  3.2480
H  2.0497  -0.0405  3.6831
H  -0.6129  -1.2767  2.3778
H  -0.4826  -0.6175  3.9870
H  0.6980  -1.9232  5.7161
H  2.0748  -1.9766  4.6566
H  1.1711  -3.4989  5.1217
C  4.9742  8.4275  -2.9227
N  3.9387  7.4163  -2.8264
C  4.2475  6.2193  -2.2654
C  3.3292  5.1878  -2.2759
C  1.9997  5.4240  -2.5405
C  1.6477  6.6320  -3.1201
C  2.7101  7.5996  -3.3070
C  0.9668  4.3590  -2.3948
C  0.2513  4.0357  -3.5806
C  -0.4973  2.8726  -3.6005
N  -0.6944  2.1627  -2.4442
C  -0.0315  2.4759  -1.3455
C  0.8632  3.5624  -1.2848
C  -1.5862  0.9434  -2.5361
H  4.6782  9.2105  -2.2245
H  5.0325  8.8282  -3.9346
H  5.9910  8.0983  -2.7087
H  5.2553  6.0203  -1.9321
H  3.7092  4.3144  -1.7667
H  0.6299  6.7346  -3.4665
H  2.6163  8.5451  -3.8203
H  0.3229  4.5664  -4.5185
H  -1.1791  2.6542  -4.4091
H  -0.3421  2.0118  -0.4211
H  1.4867  3.6357  -0.4060
H  -1.1844  0.2753  -3.2979
H  -2.5381  1.4262  -2.7570
H  -1.7885  0.5139  -1.5549
O  -0.6399  -2.0760  -1.9411
C  0.1975  -1.6519  -1.0361
O  0.0610  -0.6083  -0.4590
O  1.2446  -2.2634  -0.8220
H  -0.3224  -2.9501  -2.1792
O  2.3383  -5.0768  -2.6740
C  1.1546  -5.2567  -3.1939
O  0.8941  -5.9464  -4.1837
O  0.2016  -4.6164  -2.7117
H  1.8122  -4.5550  -2.0636

Properties
total charge: +2
⟨S²⟩: 0.765
LUMO (alpha / beta): -5.3 / -5.3 eV
molar mass: 658.90 g mol⁻¹
multiplicity: 2
largest force on an atom: 8.17 eV Å⁻¹

The following is a quantum chemistry calculation of a molecular structure, C33H65As3CoN2SbSi3, from the Open Molecules 2025 dataset.

Cartesian coordinates (Å):
Co  0.4524  0.0573  -0.0701
C  -1.8177  -3.3807  -1.5624
As  -0.8542  -1.6709  -1.6816
C  -2.2319  -0.8143  -2.7829
C  0.3163  -2.1409  -3.2128
C  1.7428  -2.6848  -2.9589
C  1.7707  -3.5778  -1.7123
C  2.7297  -1.5193  -2.8087
As  2.5924  -0.4396  -1.1639
C  4.0080  -1.2121  -0.0583
C  3.5891  1.0955  -1.8465
C  2.1328  -3.4920  -4.2088
As  3.7995  -4.5799  -4.4450
C  5.1378  -3.8540  -3.1877
C  3.3083  -6.1359  -3.3456
H  -2.1904  -3.6262  -2.5563
H  -2.6585  -3.2754  -0.8790
H  -1.1808  -4.1882  -1.2090
H  -2.2767  -1.3240  -3.7456
H  -2.0257  0.2407  -2.9506
H  -3.2014  -0.9040  -2.2965
H  0.3700  -1.2568  -3.8560
H  -0.2607  -2.8848  -3.7670
H  1.4057  -3.0289  -0.8363
H  2.7851  -3.9161  -1.5003
H  1.1413  -4.4572  -1.8580
H  2.6170  -0.8335  -3.6535
H  3.7540  -1.8895  -2.8358
H  4.4926  -2.0350  -0.5801
H  3.6122  -1.5754  0.8875
H  4.7437  -0.4373  0.1516
H  4.5402  0.7444  -2.2454
H  3.7812  1.8064  -1.0463
H  3.0475  1.6100  -2.6395
H  2.1176  -2.8190  -5.0718
H  1.3549  -4.2379  -4.4014
H  5.5178  -2.8900  -3.5246
H  5.9710  -4.5572  -3.2069
H  4.7878  -3.7756  -2.1582
H  2.3505  -6.5380  -3.6753
H  3.2553  -5.9153  -2.2800
H  4.0619  -6.9080  -3.4991
C  -1.9223  0.9938  3.7560
Sb  -1.9377  0.3615  1.6859
C  0.1411  -0.4608  1.9045
C  1.1617  0.4676  2.3725
C  1.6435  0.5981  3.6857
C  2.6894  1.4604  3.9479
C  3.2485  2.1932  2.9048
C  2.7194  2.0266  1.6404
N  1.7151  1.1937  1.3757
Si  0.0874  -2.1609  2.7007
C  -0.3673  -2.3298  4.5346
C  1.8318  -2.8790  2.5357
C  -1.1105  -3.2523  1.7318
C  -2.1893  2.4268  0.7665
C  -1.5420  2.5130  -0.5749
C  -1.9833  3.4928  -1.4889
C  -1.4371  3.6145  -2.7427
C  -0.4234  2.7368  -3.1174
C  -0.0361  1.7975  -2.1973
N  -0.5567  1.6752  -0.9588
Si  -4.1250  2.3818  0.5676
C  -4.5366  1.1805  -0.8310
C  -4.9634  1.7597  2.1408
C  -4.9562  4.0373  0.1753
Si  -1.7321  3.9972  1.7960
C  -1.8227  5.5940  0.7793
C  0.0537  3.9596  2.3699
C  -2.8867  4.2673  3.2627
H  -1.6917  0.1171  4.3568
H  -2.9024  1.3708  4.0416
H  -1.1632  1.7553  3.9227
H  1.1833  0.0178  4.4734
H  3.0698  1.5698  4.9556
H  4.0665  2.8789  3.0725
H  3.1180  2.5920  0.8050
H  0.3842  -1.8897  5.1926
H  -0.4189  -3.3947  4.7717
H  -1.3381  -1.8958  4.7801
H  2.5788  -2.2183  2.9835
H  2.0914  -3.0305  1.4852
H  1.9031  -3.8445  3.0415
H  -2.0182  -2.7158  1.4475
H  -1.4037  -4.1261  2.3161
H  -0.6244  -3.6058  0.8212
H  -2.7699  4.1633  -1.1820
H  -1.7948  4.3696  -3.4305
H  0.0404  2.7782  -4.0923
H  0.7276  1.0774  -2.4660
H  -4.2148  0.1682  -0.5812
H  -4.0643  1.4730  -1.7712
H  -5.6157  1.1570  -0.9978
H  -4.6966  0.7284  2.3789
H  -6.0446  1.7907  1.9921
H  -4.7362  2.3829  3.0069
H  -4.8497  4.3358  -0.8687
H  -4.5941  4.8508  0.8057
H  -6.0257  3.9288  0.3673
H  -1.1130  5.5964  -0.0500
H  -1.5508  6.4185  1.4424
H  -2.8141  5.8148  0.3806
H  0.7116  3.8453  1.5098
H  0.2700  3.1569  3.0761
H  0.3029  4.9076  2.8521
H  -3.9016  4.5098  2.9404
H  -2.5140  5.1219  3.8320
H  -2.9394  3.4194  3.9440

Properties
total charge: +1
⟨S²⟩: 3.768
LUMO (alpha / beta): -2.1 / -2.9 eV
molar mass: 979.61 g mol⁻¹
multiplicity: 4
largest force on an atom: 1.03 eV Å⁻¹

> Which of these has the highest largest force on an atom?

C33H64BBeBr2KN4Na2O9PS

> Number 4 is which compound?

C33H65As3CoN2SbSi3